Computed, not measured: C15H34Br10IO2PSSi2 as an isolated structure in a non-equilibrium geometry, with wB97M-V/def2-TZVPD.

The geometry in XYZ format:
```
66
Properties=species:S:1:pos:R:3:mulliken_charge:R:1
C 7.383 -1.983 -0.074 -0.831
C 6.635 -1.701 -1.506 -0.261
I 7.799 -2.280 -3.279 0.005
C 6.120 -0.113 -1.554 -0.677
Si 4.345 -0.101 -0.807 0.366
O 3.238 -0.812 -1.973 -0.264
Si 1.677 -0.821 -1.168 0.448
C 1.001 -2.638 -1.287 -0.450
C -0.509 -2.619 -0.647 0.018
O -0.650 -3.018 0.620 -0.490
P 3.575 1.881 -0.259 0.204
S 4.997 3.160 0.238 -0.442
H 8.542 -2.013 -0.288 0.314
H 6.991 -3.020 0.352 0.255
H 7.122 -1.154 0.737 0.240
H 5.645 -2.352 -1.528 0.274
H 6.893 0.586 -1.022 0.344
H 5.997 0.139 -2.715 0.325
H 4.342 -0.928 0.391 -0.085
H 0.805 0.171 -1.799 -0.163
H 1.920 -0.535 0.266 -0.093
H 1.041 -3.017 -2.413 0.346
H 1.771 -3.313 -0.693 0.288
H -1.378 -2.205 -1.338 0.225
H 2.749 1.747 0.948 0.164
H 2.693 2.374 -1.285 -0.067
Br 0.198 -1.359 4.184 -0.157
C -1.412 -2.284 3.589 -0.550
C -2.548 -2.088 4.566 -0.510
Br -2.324 -3.214 6.143 -0.144
H -1.142 -3.333 3.442 0.385
H -1.655 -1.837 2.620 0.278
H -3.497 -2.405 4.123 0.335
H -2.643 -1.058 4.920 0.371
Br 0.480 2.381 -4.094 -0.153
C -1.131 1.456 -4.689 -0.530
C -2.267 1.652 -3.712 -0.405
Br -2.043 0.526 -2.135 -0.189
H -0.860 0.407 -4.836 0.438
H -1.374 1.903 -5.657 0.147
H -3.215 1.335 -4.154 0.286
H -2.362 2.682 -3.358 0.385
Br 2.536 3.452 1.058 -0.088
C 1.961 3.836 2.881 -0.559
C 0.731 4.714 2.893 -0.608
Br 1.187 6.571 2.504 -0.142
H 2.816 4.279 3.399 0.386
H 1.741 2.859 3.321 0.305
H 0.281 4.735 3.889 0.369
H -0.025 4.412 2.164 0.343
Br -5.264 -5.584 4.934 -0.120
C -5.839 -5.200 6.757 -0.522
C -7.069 -4.322 6.769 -0.568
Br -6.613 -2.465 6.380 -0.131
H -4.984 -4.757 7.275 0.296
H -6.059 -6.177 7.197 0.337
H -7.519 -4.301 7.765 0.334
H -7.825 -4.624 6.040 0.367
Br -3.543 1.928 -7.189 -0.139
C -4.257 3.724 -7.450 -0.531
C -3.943 4.614 -6.271 -0.567
Br -5.115 4.225 -4.761 -0.130
H -5.328 3.617 -7.640 0.372
H -3.767 4.096 -8.355 0.340
H -4.135 5.663 -6.516 0.359
H -2.915 4.513 -5.911 0.321
```

Output
Calculated total energy   -28098.57438 Eh
Lowest unoccupied orbital energy   -0.15 eV
Total charge   0
HOMO level   -7.344 eV


Computed, not measured: a 2-piece molecular cluster, C12H20O2PS overall in a non-equilibrium geometry, with wB97M-V/def2-TZVPD.

The geometry in XYZ format:
```
36
Properties=species:S:1:pos:R:3:mulliken_charge:R:1
C 4.862 -0.941 2.388 -0.863
C 3.689 -1.220 1.323 0.705
O 3.393 -2.391 1.063 -0.498
O 3.113 -0.063 0.731 -0.354
C 1.740 -0.264 0.386 -0.362
S 0.576 -0.250 1.832 0.303
C 0.021 1.493 2.240 -0.874
P -1.246 -1.196 1.092 0.270
C -1.233 -2.948 1.842 -0.856
C -2.711 -0.299 1.934 -1.056
H 5.749 -1.622 2.202 0.315
H 4.495 -1.119 3.450 0.239
H 5.198 0.143 2.242 0.292
H 1.559 -1.243 -0.176 0.454
H 1.460 0.573 -0.342 0.292
H 0.858 2.251 2.142 0.386
H -0.857 1.827 1.579 0.251
H -0.408 1.445 3.300 0.368
H -0.424 -3.021 2.635 0.307
H -2.265 -3.131 2.305 0.336
H -1.038 -3.680 0.997 0.318
H -2.434 0.112 2.961 0.330
H -3.057 0.609 1.323 0.304
H -3.585 -1.019 2.026 0.393
C -1.012 1.071 -2.164 0.391
C -0.734 0.171 -3.187 -0.341
C -1.181 0.426 -4.479 -0.464
C -1.897 1.588 -4.749 -0.460
C -2.171 2.490 -3.727 -0.377
C -1.733 2.230 -2.433 -0.579
H -0.666 0.869 -1.155 0.052
H -0.170 -0.732 -2.977 0.338
H -0.970 -0.278 -5.275 0.373
H -2.241 1.790 -5.757 0.368
H -2.728 3.397 -3.938 0.373
H -1.952 2.931 -1.634 0.327
```

Output
Calculated total energy   -1358.95476 Eh
Lowest unoccupied orbital energy   -3.35 eV
Total charge   +1
HOMO level   -11.801 eV


- What is the formula in the second record?
  C12H20O2PS